# 1
Here is a molecular structure, C10H15IN at a distorted geometry from OMol25. Energies are from ωB97M-V/def2-TZVPD.

Its HOMO energy is -12.6 eV. As for the total charge: +1. The calculation puts the HOMO-LUMO gap at 7.60 eV.

Each line ends with the Löwdin charge.
Element x y z (Å)
C -2.7565 -0.0935 1.9900  0.32
C 0.9688 -1.7387 -0.6039  -0.59
C 0.0080 -1.6706 0.4594  -0.28
C 1.1498 -0.5450 -1.4624  -0.32
C -0.0830 0.2566 -1.6351  -0.15
C -0.9500 -0.7793 0.3836  -0.15
C -0.8603 0.6363 -0.3523  -0.48
C -0.1873 -2.9121 1.3590  -0.02
C -0.3247 1.5873 0.6186  -0.03
C -2.2805 0.9908 -0.8024  -0.02
N -1.9449 -0.7078 1.3582  0.17
I 0.3737 -3.2524 -2.1246  0.95
H -3.5101 0.3130 2.6437  0.14
H 1.9159 -2.0254 -0.1967  0.11
H 1.9008 0.1095 -0.9814  0.13
H 1.6704 -0.7835 -2.4257  0.11
H 0.1755 1.2952 -2.0383  0.17
H -0.7732 -0.2113 -2.2639  0.09
H 0.7204 -2.9547 1.9717  0.09
H -0.1454 -3.7146 0.5437  0.05
H -1.0897 -2.9401 2.0845  0.11
H 0.7465 1.2263 0.9051  0.14
H -1.0283 1.6967 1.5243  0.11
H -0.2782 2.5761 0.1258  0.11
H -2.2652 1.9000 -1.2488  0.07
H -2.8878 1.2688 -0.0348  0.03
H -2.7353 0.2084 -1.4795  0.14

---

# 2
Here is a gas-phase ion, C10H15N2O (charge +1) at a distorted geometry from OMol25. Energies are from ωB97M-V/def2-TZVPD.

Its HOMO energy is -13.9 eV. As for the total charge: +1. The calculation puts the HOMO-LUMO gap at 7.31 eV.

Each line ends with the Löwdin charge.
Element x y z (Å)
C 4.0365 1.0413 0.1379  0.06
C 2.6345 0.7228 -0.0145  -0.13
C 2.6082 -0.6831 0.0114  -0.25
C 1.6533 1.6155 -0.3495  0.16
C 0.1653 1.3806 -0.4150  -0.04
C 1.4975 -1.6300 -0.0194  0.00
C -2.2176 0.5321 1.3846  -0.03
C -2.5792 0.5314 -1.1470  -0.05
C -2.1074 -1.5270 0.0582  -0.02
C -1.7573 0.0007 -0.0027  -0.62
N 3.8192 -1.1723 0.1140  0.20
N -0.3857 0.3136 0.1057  0.10
O 4.6886 -0.0646 0.2729  0.08
H 4.6541 1.9233 0.3474  0.18
H 1.8959 2.6005 -0.8024  0.15
H -0.2490 2.1098 -1.0154  0.09
H 1.6998 -2.6603 -0.4208  0.13
H 1.0902 -1.9956 0.8939  0.09
H -1.9762 1.6183 1.6685  0.12
H -3.1959 0.2268 1.6937  0.09
H -1.5978 0.0863 2.0813  0.05
H -2.5058 1.6298 -1.3817  0.09
H -3.6765 0.2739 -0.9756  0.11
H -2.2595 -0.0268 -2.1387  0.13
H -1.7731 -1.9574 -0.8035  0.05
H -1.5414 -2.0080 0.9222  0.12
H -3.1636 -1.6678 0.1023  0.09
H 0.5432 -1.2137 -0.3078  0.04

---

# 3
Here is 3 unconnected molecules or ions with the total composition C10H15N2O at a distorted geometry from OMol25. Energies are from ωB97M-V/def2-TZVPD.

Its HOMO energy is -11.7 eV. As for the total charge: +1. The calculation puts the HOMO-LUMO gap at 6.99 eV.

Each line ends with the Löwdin charge.
Element x y z (Å)
C -4.7181 0.8733 2.1792  0.01
C -3.5312 0.0862 2.0744  -0.01
C -4.8157 1.5275 0.9595  -0.05
C -2.9425 0.3314 0.8644  -0.01
C 0.2250 -0.1692 -1.8716  0.07
C 3.7318 -1.4160 0.8600  -0.02
C -3.6143 1.6851 -1.0853  0.04
C 4.3316 -0.8035 1.8142  -0.29
C 5.6921 -0.4495 2.2303  -0.12
C -2.1586 1.8103 -3.1133  -0.08
N -3.7960 1.2060 0.1377  -0.07
N -2.5363 1.3609 -1.8179  0.01
O 1.2761 -0.6095 -1.7571  0.08
H -5.3817 0.8491 2.9509  0.09
H -3.2749 -0.7109 2.7615  0.13
H -5.6388 2.1034 0.5690  0.13
H -2.1117 0.0333 0.3843  0.07
H 2.6963 -1.4552 0.8188  0.03
H 4.3932 -1.7546 0.1542  0.04
H -4.2671 2.4644 -1.4541  0.17
H 3.6203 -0.3680 2.5899  0.11
H 5.7696 -0.8508 3.2664  0.09
H 5.9695 0.6230 2.0681  0.10
H 6.4815 -0.9967 1.7138  0.07
H -1.8260 1.0095 -3.8534  0.12
H -2.8517 2.5973 -3.4778  0.11
H -1.1102 2.3550 -2.9681  0.13
H -1.8403 0.8104 -1.3074  0.06

---

# 4
Here is a single C10H15N3O molecule at a distorted geometry from OMol25. Energies are from ωB97M-V/def2-TZVPD.

Its HOMO energy is -7.6 eV. The SMILES is CN(C)/N=C1/C=CC(C)(C)C=C1N=O. The calculation puts the HOMO-LUMO gap at 7.66 eV.

Each line ends with the Löwdin charge.
Element x y z (Å)
C 3.4271 0.4298 -1.6541  -0.04
N 2.7229 0.3230 -0.3401  -0.32
C 3.6435 0.2847 0.8522  -0.04
N 1.7129 1.2915 -0.1351  0.13
C 0.5937 0.7577 0.1190  -0.28
C -0.4997 1.5461 0.6669  -0.03
C -1.7023 1.0265 0.7818  -0.02
C -2.0722 -0.2143 -0.0111  -0.55
C -2.4433 0.3154 -1.3265  -0.07
C -3.2735 -0.9717 0.5531  -0.02
C -0.8471 -1.1661 -0.1404  0.05
C 0.3541 -0.6354 -0.1692  -0.08
N 1.8410 -1.4288 -0.3277  -0.03
O 2.0925 -2.0424 0.7224  -0.15
H 2.7799 0.9133 -2.4892  0.12
H 4.2300 1.1701 -1.5369  0.07
H 3.8863 -0.5427 -1.7578  0.08
H 4.7101 -0.0269 0.7841  0.10
H 3.6653 1.3483 1.1577  0.08
H 3.1022 -0.3239 1.6469  0.09
H -0.1235 2.5591 0.8733  0.12
H -2.4427 1.4152 1.5157  0.13
H -3.3657 0.9454 -1.1445  0.11
H -2.9175 -0.4592 -1.9851  0.11
H -1.5539 0.8380 -1.7613  0.11
H -3.0864 -1.9624 0.5303  0.04
H -4.1205 -0.8237 0.0238  0.04
H -3.4669 -0.6591 1.6017  0.11
H -1.1767 -2.2217 -0.3028  0.14

---

# 5
Here is a gas-phase ion, C10H15N3O2 (charge +2) at a distorted geometry from OMol25. Energies are from ωB97M-V/def2-TZVPD.

Its HOMO energy (spin up / spin down) is -16.5 / -17.7 eV. As for the total charge: +2. As for the expectation value of S²: 2.02. The calculation puts the HOMO-LUMO gap (spin up / spin down) at 8.29 / 4.58 eV. Its spin multiplicity is 3.

Each line ends with the Löwdin charge.
Element x y z (Å)
C -1.6016 1.7853 -0.0508  0.08
C -1.4982 0.4375 0.2437  -0.04
C 0.6007 1.3006 0.0294  -0.16
C 1.1750 -1.5482 -0.6673  -0.09
C 0.6322 -1.1084 0.4355  -0.09
C -2.4286 -0.6066 0.2460  0.03
C 2.0739 -2.7710 -0.7391  -0.04
C -2.2958 -1.9342 0.8344  0.03
C 2.5188 2.8504 0.2434  -0.02
C 2.0083 1.4518 -0.0137  -0.13
N -0.3747 2.2882 -0.0876  0.22
N -3.9380 -0.2222 -0.3192  -0.22
N -0.0574 0.1634 0.2038  0.08
O -4.6219 -1.1884 -0.3268  0.27
O -4.0746 0.9675 -0.5421  0.21
H -2.5008 2.3775 -0.0974  0.16
H 0.9878 -1.1082 -1.6890  0.16
H 0.8745 -1.4896 1.4328  0.16
H 2.2667 -3.1676 0.3264  0.12
H 3.0052 -2.7541 -1.2041  0.06
H 1.5193 -3.5504 -1.3584  0.12
H -2.6346 -1.9667 1.8376  0.12
H -1.1505 -2.2006 0.8288  0.14
H -2.8804 -2.6244 0.3371  0.08
H 1.9782 3.4702 -0.4776  0.09
H 3.5457 2.8078 0.1915  0.08
H 2.1327 3.3529 1.1571  0.12
H 2.4438 0.6495 0.5542  0.14
H 2.2713 1.1690 -1.0625  0.18
H 0.0235 3.1689 -0.2659  0.16

---

The calculation returns the following ΔE to the lowest compared entry with this formula, charge and spin values, one per record and in order: 0.7287, 4.3460, 2.2440, 6.2582, 5.4123 eV.
The calculation returns the following E_tot values, one per record and in order: -20193.9720, -15629.1679, -15631.2700, -17124.0887, -19153.0137 eV.
The calculation returns the following molecular weight values, one per record and in order: 276.14, 179.24, 179.24, 193.25, 209.25 g/mol.